Here is a 6-piece molecular cluster, C53H71F5N11OS3 overall from OMol25. Energies are from the ωB97M-V functional and the def2-TZVPD basis.

Its multiplicity is 1. Its LUMO energy is -3.45 eV. The total energy is -4432.72994 hartree. As for the frontier orbital gap: 6.6 eV. The net charge is +1.

```
144
Properties=species:S:1:pos:R:3:forces:R:3:lowdin_charge:R:1
C -9.7087 6.4809 2.4826 -0.901 0.634 0.120 -0.1919
C -8.9783 7.0183 1.1088 -0.426 0.284 1.773 -0.5153
S -7.7977 5.7115 0.4617 -0.006 0.232 0.627 0.7782
C -6.6545 5.3057 1.9063 0.667 0.454 1.402 -0.4232
C -5.4162 4.4205 1.3036 0.148 1.585 -2.157 -0.2532
C -3.8620 4.9541 1.4793 0.029 -1.300 2.552 -0.2745
N -3.2713 5.0990 2.8639 -0.662 0.432 -0.462 0.0251
N -3.1621 3.6657 0.9976 -0.908 -0.789 -3.561 -0.0090
C -2.8125 4.1386 -0.4292 1.370 0.246 -2.213 -0.1675
C -1.3788 4.9737 -0.4609 -0.407 1.054 0.061 -0.2396
N -0.1524 4.0909 -0.4979 -1.177 -0.417 1.517 -0.0311
C -4.0429 2.3981 1.0068 -0.915 3.082 0.553 -0.0269
N -3.6495 1.1167 0.6117 -1.638 2.556 0.754 -0.0404
C -4.6516 -0.0516 0.6257 -0.642 -0.902 -1.232 -0.1217
C -4.2580 -1.2446 1.6785 0.628 -0.676 0.027 -0.1548
C -4.1700 -2.7534 0.9697 0.318 0.133 -0.556 -0.1606
C -2.7342 -3.5202 1.2846 -1.283 -1.529 0.688 -0.2247
N -1.8459 -3.6606 0.0475 1.587 1.075 2.267 -0.0180
C -0.3741 -3.6384 0.4022 3.075 2.538 -3.020 -0.3578
N 0.5715 -3.0632 -0.4562 -4.363 -2.304 3.299 0.0708
N 0.2159 -4.1946 1.7127 -2.895 1.144 -2.091 0.0732
C -2.2434 0.7630 0.1424 1.250 -0.874 0.922 -0.1237
C -1.1894 1.1107 1.3650 -0.396 -0.641 -0.380 -0.2269
C 0.0017 -0.0285 1.3688 -1.405 0.017 0.822 -0.4390
S 1.5279 0.8210 2.1071 -0.961 -0.936 1.610 0.8270
C 1.3977 0.7152 3.9895 -0.519 0.548 2.092 -0.9455
S 1.6899 2.0646 5.0248 -0.647 -3.100 -2.740 0.6313
N 1.0522 -0.6203 4.6391 -0.123 -3.145 0.381 -0.2023
C -0.1173 -0.9620 5.5620 2.225 -3.906 -0.200 -0.0392
C 0.0773 -2.5532 5.9549 2.334 4.569 -2.994 -0.0990
N 1.3368 -3.0611 5.2667 -1.382 6.305 -1.438 -0.0243
C 1.9114 -1.8860 4.4476 -3.985 -0.859 3.028 -0.0457
N -5.3810 2.9201 1.4748 3.055 -2.412 0.391 -0.0128
C -6.0067 2.3149 2.7055 -1.985 0.182 1.176 -0.1066
C -5.5562 2.9838 4.1320 -0.381 -0.550 1.076 -0.2795
O -6.7146 2.7762 5.0645 0.180 2.219 -0.947 -0.1252
C -4.2876 2.1803 4.8700 -0.335 0.765 0.946 -0.1783
N -3.2254 3.1653 5.4023 -0.650 -1.213 -1.110 -0.0433
H -10.4200 7.3449 2.8692 1.508 -1.733 -0.730 0.0892
H -8.9594 6.2461 3.3511 -1.340 0.443 -1.786 0.0614
H -10.4165 5.5466 2.3031 1.741 1.901 0.186 0.0940
H -8.3424 7.9740 1.3409 -1.363 -1.731 -0.453 0.0853
H -9.8165 7.2776 0.3320 1.954 -0.746 1.222 0.0992
H -6.1879 6.3028 2.3548 -0.956 -2.035 -0.975 0.1160
H -7.2517 4.8078 2.7803 1.270 0.717 -1.768 0.0684
H -5.5777 4.5472 0.1271 0.439 -0.212 2.404 0.1174
H -3.5544 5.9683 0.9724 -1.068 -2.547 -0.132 0.1695
H -2.2535 4.8286 2.8639 -1.576 0.666 -0.208 0.0922
H -3.4214 6.0679 3.2217 0.511 -1.140 -0.388 0.0950
H -2.6896 3.2526 -1.1872 -0.272 1.507 1.555 0.1187
H -3.6678 4.8349 -0.8853 1.780 -1.632 1.043 0.1348
H -1.3193 5.7052 0.4796 -0.175 -1.637 -1.930 0.1232
H -1.3196 5.7005 -1.4050 -0.548 -1.726 1.906 0.1326
H 0.3088 4.0989 0.4595 -0.764 -0.301 -1.743 0.0837
H -0.4513 3.1048 -0.7326 0.698 1.544 0.455 0.0535
H -4.5735 -0.5245 -0.4668 -0.160 1.141 2.329 0.1427
H -5.7447 0.3561 0.7200 2.263 -0.669 0.002 0.1354
H -3.1625 -1.0306 2.0704 -2.357 -0.275 -0.534 0.0977
H -5.0079 -1.3594 2.5898 1.667 0.676 -1.924 0.1290
H -4.2582 -2.6928 -0.2183 0.087 0.025 2.502 0.1163
H -5.0795 -3.3999 1.3280 1.923 1.217 -0.652 0.1190
H -3.0265 -4.6363 1.5850 0.660 2.435 -0.443 0.1311
H -2.1661 -3.0684 2.2162 -1.209 -0.631 -1.928 0.1090
H -2.0859 -2.9332 -0.6682 0.704 -0.988 0.911 0.0976
H 0.1020 -2.6905 -1.3127 0.127 -0.439 0.802 0.0301
H -0.4143 -4.9816 1.9872 0.705 0.857 0.045 0.0802
H 0.0994 -3.4230 2.4207 0.286 -1.143 -0.711 0.0530
H -1.9500 1.2209 -0.8936 -0.762 -0.612 2.074 0.1339
H -2.1852 -0.4211 0.0022 -0.560 2.615 0.317 0.1336
H -0.8055 2.2117 1.2451 -0.648 -2.324 0.412 0.0762
H -1.7819 0.9771 2.3887 1.266 0.549 -2.186 0.1209
H -0.3923 -0.9052 2.0712 1.146 1.739 -1.509 0.0907
H 0.2373 -0.4781 0.3137 -0.119 0.985 2.069 0.0846
H -0.9455 -0.1936 5.8824 2.124 -1.590 -0.839 0.1038
H -0.6135 -3.1933 6.6834 1.904 1.576 -1.950 0.1070
H 2.8800 -1.8573 3.7732 -2.320 -0.186 1.727 0.1191
H -7.1816 2.5062 2.6091 2.568 -0.465 0.217 0.1513
H -5.8855 1.1542 2.8148 0.053 2.286 -0.592 0.1284
H -5.3923 4.1470 4.1067 0.212 -2.463 -0.410 0.1298
H -7.1969 3.6689 5.1882 1.209 -2.224 -0.383 0.1223
H -3.8310 1.3357 4.1981 -0.622 1.826 1.065 0.1019
H -4.7016 1.6383 5.8464 0.482 1.145 -2.357 0.1350
H -2.4960 3.3396 4.6761 -1.262 0.199 0.970 0.0411
H -3.6817 4.0412 5.7394 0.704 -1.066 -0.714 0.0719
F 5.9905 -7.1695 -1.9149 0.168 -0.122 0.057 0.0641
C 4.9600 -6.3999 -2.2892 -0.846 0.635 -0.291 -0.2856
C 4.8313 -6.0303 -3.6236 0.111 -0.100 -0.045 -0.0096
C 3.7556 -5.2332 -4.0148 0.016 -0.052 0.534 -0.0816
C 2.8255 -4.8052 -3.0642 0.146 0.142 0.000 -0.1151
C 2.9661 -5.1773 -1.7264 0.191 -0.137 -0.255 -0.0783
C 4.0357 -5.9835 -1.3376 0.090 -0.073 -0.012 -0.0147
H 5.5681 -6.3653 -4.3464 -0.081 0.012 0.108 0.1026
H 3.6417 -4.9452 -5.0569 0.055 -0.090 0.145 0.1020
H 1.9891 -4.1798 -3.3690 0.446 -0.199 0.189 0.0792
H 2.2433 -4.8395 -0.9876 0.163 -0.023 -0.131 0.0704
H 4.1552 -6.2895 -0.3036 0.029 0.013 -0.095 0.1141
F 5.9072 2.2778 2.3350 -0.047 0.302 0.171 0.0486
C 6.1005 0.9568 2.2247 0.261 -1.287 -0.059 -0.2904
C 5.0019 0.1112 2.1171 0.042 0.143 0.029 -0.0355
C 5.2028 -1.2638 1.9970 0.456 0.216 0.084 -0.0852
C 6.5013 -1.7794 1.9967 -0.064 -0.009 0.014 -0.0847
C 7.5974 -0.9229 2.1102 -0.435 0.065 -0.022 -0.0724
C 7.3964 0.4529 2.2191 -0.026 0.110 0.002 -0.0092
H 4.0005 0.5289 2.1276 0.300 -0.046 -0.035 0.0199
H 4.3508 -1.9327 1.9045 0.103 0.098 -0.060 0.0971
H 6.6574 -2.8523 1.9075 -0.030 0.220 0.012 0.1062
H 8.6069 -1.3268 2.1139 -0.192 0.114 -0.013 0.1096
H 8.2373 1.1339 2.2992 -0.106 -0.035 0.011 0.1190
F 0.0843 -4.1701 -4.0388 -0.303 0.473 0.239 0.0307
C -0.2207 -5.1403 -4.9108 -0.345 -1.120 -0.984 -0.2870
C 0.3706 -6.3916 -4.7765 0.021 -0.004 0.141 -0.0133
C 0.0494 -7.4036 -5.6811 -0.277 0.403 -0.170 -0.0694
C -0.8523 -7.1493 -6.7175 0.040 0.011 0.049 -0.0929
C -1.4367 -5.8885 -6.8469 0.255 -0.184 0.261 -0.0843
C -1.1238 -4.8802 -5.9356 0.052 0.085 0.089 -0.0230
H 1.0750 -6.5683 -3.9703 -0.103 0.041 -0.091 0.1066
H 0.5003 -8.3877 -5.5802 -0.051 0.212 0.013 0.1092
H -1.0991 -7.9376 -7.4255 0.047 0.166 0.134 0.1032
H -2.1350 -5.6917 -7.6568 0.123 -0.007 0.174 0.1053
H -1.5756 -3.8971 -6.0160 0.072 -0.064 0.011 0.1111
F 6.5157 -5.8112 -6.4659 -0.158 -0.260 -0.038 0.0544
C 7.1930 -4.6556 -6.4436 0.626 1.062 0.013 -0.2888
C 8.5742 -4.6689 -6.6036 -0.027 -0.074 -0.004 -0.0152
C 9.2792 -3.4655 -6.5856 -0.462 0.122 0.076 -0.0808
C 8.5955 -2.2619 -6.3968 0.010 -0.064 -0.004 -0.0974
C 7.2096 -2.2594 -6.2321 0.290 -0.310 -0.069 -0.0822
C 6.5037 -3.4619 -6.2612 -0.038 -0.084 0.004 -0.0190
H 9.0892 -5.6142 -6.7408 -0.093 0.076 0.005 0.1168
H 10.3584 -3.4645 -6.7176 -0.207 -0.043 0.032 0.1058
H 9.1464 -1.3239 -6.3784 -0.113 -0.183 -0.003 0.1010
H 6.6802 -1.3218 -6.0811 0.068 -0.196 -0.039 0.1047
H 5.4253 -3.4775 -6.1438 0.111 -0.034 0.008 0.1042
F 3.2140 3.9833 -3.4128 -0.193 -0.066 -0.199 0.0566
C 4.0883 4.2793 -2.4419 0.733 0.262 0.822 -0.2942
C 4.3725 3.3316 -1.4648 -0.050 0.041 -0.058 -0.0171
C 5.2866 3.6375 -0.4567 -0.025 0.293 -0.246 -0.0723
C 5.8987 4.8931 -0.4307 -0.046 -0.041 -0.017 -0.0884
C 5.6030 5.8394 -1.4130 -0.128 -0.398 0.085 -0.0824
C 4.6974 5.5291 -2.4272 -0.077 -0.015 -0.060 -0.0203
H 3.8811 2.3647 -1.4964 0.054 0.073 -0.052 0.1111
H 5.5215 2.9007 0.3075 -0.100 0.228 -0.268 0.0814
H 6.6083 5.1328 0.3584 -0.136 -0.056 -0.152 0.1039
H 6.0776 6.8174 -1.3884 -0.094 -0.183 -0.050 0.1057
H 4.4628 6.2496 -3.2038 -0.010 -0.098 0.057 0.1150
```
Positions in Å, forces in eV/Å.